Formula: C2H7NO2PS
Source: the OMol25 dataset
Level of theory: ωB97M-V with the def2-TZVPD basis set

XYZ file:
```
14
Properties=species:S:1:pos:R:3:forces:R:3:mulliken_charge:R:1
C 5.862 -2.612 -0.084 0.44 -1.51 0.56 0.76
C 5.942 -3.901 -0.252 2.52 -1.32 1.90 -0.86
N -7.111 3.010 0.100 2.52 -1.79 -1.22 -0.62
O 5.813 -1.479 0.161 -0.08 0.90 -0.10 -0.34
O 3.425 2.144 0.659 -1.39 -0.13 1.89 -0.37
P 4.863 1.563 0.920 0.61 -0.12 -0.82 0.67
S 5.202 1.179 -1.027 1.32 0.38 -0.25 -0.06
H 6.749 -4.602 0.320 -2.00 2.27 -1.45 0.23
H 5.236 -4.413 -0.833 -0.85 -0.47 -0.81 0.27
H -7.106 2.088 -0.518 -0.09 3.28 1.73 0.22
H -6.240 3.636 -0.001 -2.34 -1.57 -0.11 0.21
H -7.984 3.494 0.178 -0.08 0.08 -0.40 0.20
H 2.845 2.207 1.492 0.95 0.06 -1.51 0.41
H 6.614 1.049 -1.088 -1.53 -0.07 0.60 0.30
```
Forces are in eV/Å.

- HOMO (eV) = -10.6931
- maximum force (hartree/bohr) = 0.0721
- ΔE to the lowest compared entry with this formula, charge and spin (kcal/mol) = 51.6
- HOMO-LUMO gap (eV) = 4.0
- total charge = +1

=====

Formula: C2H7NO2S2
Source: the OMol25 dataset
Level of theory: ωB97M-V with the def2-TZVPD basis set

XYZ file:
```
14
Properties=species:S:1:pos:R:3:forces:R:3:mulliken_charge:R:1
C 0.696 -0.365 -2.011 0.91 -0.38 1.45 -0.55
C -0.349 -1.323 -1.908 -5.07 -0.41 0.57 -0.18
N -0.849 0.183 2.281 0.36 -1.76 0.51 -0.51
O 1.295 0.169 1.048 0.38 -0.33 0.78 -0.53
O 0.218 2.328 1.639 2.20 -0.26 3.36 -0.49
S -1.921 -0.663 -1.692 2.16 -1.70 -0.35 -0.27
S 0.743 0.832 2.229 -2.45 1.30 -2.60 0.63
H 1.494 -0.484 -2.693 0.72 -0.39 -0.99 0.36
H 0.224 0.606 -2.034 0.51 0.36 0.15 0.23
H 1.116 -0.671 -1.017 0.42 1.25 -0.24 0.11
H -0.264 -2.428 -1.696 0.39 1.28 -0.64 0.33
H -0.856 -0.813 1.790 -0.18 2.71 1.88 0.29
H -1.310 0.342 3.235 0.78 -0.93 -2.00 0.26
H -0.237 2.286 0.830 -1.12 -0.75 -1.88 0.33
```
Forces are in eV/Å.

- HOMO (eV) = -8.5081
- maximum force (hartree/bohr) = 0.0995
- ΔE to the lowest compared entry with this formula, charge and spin (kcal/mol) = 73.5
- HOMO-LUMO gap (eV) = 8.4
- total charge = 0

=====

Formula: C2H7NO2Si
Source: the OMol25 dataset
Level of theory: ωB97M-V with the def2-TZVPD basis set

XYZ file:
```
13
Properties=species:S:1:pos:R:3:forces:R:3:mulliken_charge:R:1
C 0.631 1.405 -0.925 2.67 -1.60 2.85 -1.12
C 0.676 -1.585 0.442 0.72 0.19 1.31 -0.95
N -1.837 0.076 -0.004 -0.12 0.14 0.05 0.82
O -2.119 -0.839 -0.774 -0.14 0.23 0.08 -0.53
O -2.640 0.865 0.473 0.42 -0.46 -0.37 -0.56
Si 0.006 0.175 0.352 -0.35 0.52 3.94 0.34
H 0.185 2.315 -0.874 -2.53 2.21 -0.74 0.41
H 1.648 1.808 -0.772 0.14 -0.91 0.51 0.35
H 0.734 0.803 -1.760 -0.51 -0.47 -2.44 0.37
H 0.160 -2.293 1.201 0.46 1.12 -1.89 0.29
H 1.005 -1.939 -0.528 -0.93 -0.75 -0.36 0.34
H 1.690 -1.493 0.871 -0.23 0.42 0.38 0.34
H -0.141 0.700 2.296 0.39 -0.64 -3.35 -0.09
```
Forces are in eV/Å.

- HOMO (eV) = -10.1411
- maximum force (hartree/bohr) = 0.0820
- ΔE to the lowest compared entry with this formula, charge and spin (kcal/mol) = 133.6
- HOMO-LUMO gap (eV) = 10.4
- total charge = 0

=====

Formula: C2H7NO3
Source: the OMol25 dataset
Level of theory: ωB97M-V with the def2-TZVPD basis set

XYZ file:
```
13
Properties=species:S:1:pos:R:3:forces:R:3:mulliken_charge:R:1
O 0.371 -0.553 -0.161 0.47 0.61 2.63 -0.52
C 0.766 0.039 0.860 -0.11 0.02 -2.46 0.04
N 0.881 -0.517 2.131 -3.01 -1.51 -2.77 -0.17
C 0.148 -1.773 2.184 -1.37 0.26 1.84 -0.32
O -1.390 -1.490 2.225 1.06 -1.34 -0.39 -0.56
H 0.964 1.105 0.676 0.52 -0.03 0.89 0.41
H 1.590 -0.406 2.793 1.01 0.89 0.71 0.25
H 0.119 -2.281 1.254 1.26 -0.80 -0.51 0.30
H 0.647 -2.299 3.107 -1.86 0.39 -1.71 0.23
H -1.904 -2.085 1.552 2.02 1.51 1.78 0.33
H 0.008 3.439 -5.435 -1.69 -2.13 0.57 0.32
H -1.275 3.824 -5.781 -1.25 -0.59 0.04 0.31
O -0.926 2.995 -5.407 2.94 2.72 -0.61 -0.63
```
Forces are in eV/Å.

- HOMO (eV) = -10.1462
- maximum force (hartree/bohr) = 0.0848
- ΔE to the lowest compared entry with this formula, charge and spin (kcal/mol) = 62.8
- HOMO-LUMO gap (eV) = 11.0
- total charge = 0

=====

Formula: C2H7NO3
Source: the OMol25 dataset
Level of theory: ωB97M-V with the def2-TZVPD basis set

XYZ file:
```
13
Properties=species:S:1:pos:R:3:forces:R:3:mulliken_charge:R:1
N -0.653 -0.983 -0.832 0.80 -1.64 -0.06 -0.58
C -1.602 -1.329 0.170 -3.78 -0.44 1.79 -0.27
O -1.555 -0.607 1.423 1.05 -0.25 -0.77 -0.48
H 0.060 -1.721 -0.800 0.14 0.77 -0.30 0.25
H -1.014 -0.978 -1.776 -0.47 -0.23 0.05 0.31
H -2.661 -1.093 -0.139 1.07 -0.47 -0.52 0.24
H -1.627 -2.396 0.533 0.46 0.81 -0.87 0.24
H -1.002 0.156 1.255 0.17 0.58 0.13 0.29
O 2.457 0.615 -0.267 1.50 -2.21 -0.93 -0.46
C 1.542 1.269 0.059 -1.97 1.28 -0.84 0.12
O 0.299 1.330 -0.467 0.33 1.12 0.74 -0.50
H 1.676 2.041 0.774 -0.26 1.03 1.13 0.39
H -0.100 0.532 -0.905 0.96 -0.36 0.46 0.45
```
Forces are in eV/Å.

- HOMO (eV) = -10.4335
- maximum force (hartree/bohr) = 0.0818
- ΔE to the lowest compared entry with this formula, charge and spin (kcal/mol) = 35.7
- HOMO-LUMO gap (eV) = 11.0
- total charge = 0

=====

Formula: C2H7NO3S
Source: the OMol25 dataset
Level of theory: ωB97M-V with the def2-TZVPD basis set

XYZ file:
```
14
Properties=species:S:1:pos:R:3:forces:R:3:mulliken_charge:R:1
C 2.870 -0.310 -1.063 0.93 -2.47 3.62 -0.61
C -1.876 -1.190 0.423 -2.88 0.69 0.61 -0.09
N -1.830 1.385 0.009 0.58 0.47 -0.89 -0.68
O 1.212 1.075 0.518 1.01 -2.25 -0.13 -0.50
O 2.439 -0.989 1.435 -0.39 0.52 0.05 -0.50
O -0.721 -1.407 0.528 1.80 -0.44 -0.14 -0.39
S 2.004 -0.156 0.355 0.90 1.45 -1.76 1.00
H 3.533 -1.228 -1.153 -0.97 1.24 0.73 0.27
H 2.400 -0.115 -1.935 -1.56 1.48 -2.46 0.32
H -2.496 -0.749 1.269 0.60 -0.48 -0.56 0.21
H -2.515 -1.432 -0.467 0.61 0.05 0.14 0.26
H -2.544 2.116 -0.074 0.49 -0.31 0.10 0.21
H -1.122 1.528 -0.757 -0.98 -0.10 1.34 0.22
H -1.355 1.471 0.914 -0.12 0.15 -0.65 0.28
```
Forces are in eV/Å.

- HOMO (eV) = -9.7084
- maximum force (hartree/bohr) = 0.0871
- ΔE to the lowest compared entry with this formula, charge and spin (kcal/mol) = 74.0
- HOMO-LUMO gap (eV) = 9.2
- total charge = 0